{
  "formula": "C4H6O2",
  "method": "wB97M-V/def2-TZVPD",
  "species": ["C", "C", "O", "C", "C", "O", "H", "H", "H", "H", "H", "H"],
  "coordinates": [[-1.5150, 0.5508, 0.3962], [-0.6299, -0.4851, -0.1939], [-0.0675, -0.4233, -1.4457], [0.8038, -0.6147, 0.0310], [1.8832, 0.3329, -0.2594], [3.0013, 0.1791, 0.1808], [-1.6012, 0.3246, 1.4659], [-1.1164, 1.5571, 0.2682], [-2.4956, 0.4723, -0.0722], [-0.9661, -1.5091, -0.0360], [1.1315, -1.4829, 0.6404], [1.5718, 1.0984, -0.9752]],
  "forces_ev_per_angstrom": [[-0.181, 0.214, -0.071], [-0.228, -0.147, 0.757], [1.483, -1.183, 1.100], [0.016, 0.038, -0.692], [0.155, 0.284, 0.413], [-0.522, 0.227, -0.235], [-0.119, 0.166, -0.187], [-0.046, -0.018, -0.018], [-0.102, 0.195, 0.119], [-0.830, -0.052, 0.308], [-0.041, -0.210, -1.510], [0.414, 0.487, 0.016]],
  "lowdin_charge": [-0.02, -0.48, 0.00, -0.01, -0.25, 0.06, 0.09, 0.09, 0.08, 0.14, 0.16, 0.13],
  "smiles": "C[C@H]1O[C@H]1C=O",
  "energy_ev": -8337.0729,
  "e_homo_ev": -10.2,
  "de_lowest_kcal_mol": 78.1,
  "orbital_gap_ev": 9.87
}